Entry 1:
A structure of composition C23H29BCl2HgN6O2. Source: the OMol25 dataset; level of theory: ωB97M-V/def2-TZVPD.

Geometry as XYZ:
```
64
C23H29BCl2HgN6O2 ωB97M-V/def2-TZVPD
Hg 0.181 -0.111 -0.703
C -4.261 1.944 0.423
C -3.477 1.099 -0.381
N -2.212 1.108 0.013
N -2.146 1.941 1.064
C -3.364 2.457 1.334
B -0.855 2.269 1.852
N -0.294 1.000 2.541
C -0.080 0.840 3.862
C 0.477 -0.407 4.062
C 0.575 -0.947 2.770
N 0.105 -0.093 1.872
N 0.233 2.890 0.948
C 0.935 4.015 1.192
C 1.827 4.201 0.158
C 1.596 3.111 -0.697
N 0.622 2.349 -0.222
H -5.318 2.144 0.352
H -3.777 0.497 -1.224
H -3.505 3.149 2.149
H -1.142 3.066 2.707
H -0.328 1.621 4.563
H 0.776 -0.856 4.994
H 0.977 -1.897 2.453
H 0.771 4.594 2.087
H 2.549 4.991 0.039
H 2.079 2.845 -1.625
C -3.147 -1.500 -3.354
C -2.052 -2.206 -2.582
C -2.273 -2.788 -1.329
C -3.625 -2.775 -0.648
C -1.210 -3.397 -0.643
C -1.474 -4.046 0.698
C 0.079 -3.383 -1.180
C 1.274 -3.843 -0.374
C 0.284 -2.864 -2.464
C 1.661 -2.876 -3.078
C -0.774 -2.271 -3.155
C -0.488 -1.649 -4.502
H -3.425 -2.068 -4.247
H -2.811 -0.513 -3.675
H -4.049 -1.357 -2.769
H -4.047 -3.783 -0.608
H -4.350 -2.141 -1.147
H -3.533 -2.412 0.377
H -1.463 -3.309 1.508
H -0.732 -4.809 0.924
H -2.449 -4.532 0.710
H 1.638 -4.822 -0.702
H 1.043 -3.904 0.687
H 2.085 -3.119 -0.475
H 1.617 -3.098 -4.144
H 2.304 -3.618 -2.612
H 2.136 -1.894 -2.960
H 0.184 -0.793 -4.382
H -1.386 -1.306 -5.006
H 0.009 -2.359 -5.164
Cl 5.887 -0.807 -0.678
C 4.666 0.475 -0.843
Cl 4.698 1.549 0.575
C 3.227 -0.117 -1.026
O 2.652 0.307 -2.054
O 2.825 -0.901 -0.152
H 4.934 1.071 -1.703
```

Summary:
Energy relative to the best compared isomer or geometry (same formula, charge and spin) in kcal per mole: 0.0
Orbital gap (alpha / beta) in eV: 6.67 / 8.12
2S+1: 2
Net charge: -1

***

Entry 2:
A structure of composition C30H21BrN7S2SbSe4Ti in a non-equilibrium geometry. Source: the OMol25 dataset; level of theory: ωB97M-V/def2-TZVPD.

Geometry as XYZ:
```
67
C30H21BrN7S2SbSe4Ti ωB97M-V/def2-TZVPD
Ti 0.478 -0.155 0.039
S 6.443 -0.426 3.923
C 7.569 -1.606 3.359
C 7.114 -2.249 2.251
C 5.852 -1.797 1.832
C 5.329 -0.799 2.626
C 4.065 -0.136 2.549
C 3.257 -0.257 1.416
N 2.039 0.242 1.306
C 1.509 0.929 2.371
C 2.292 1.200 3.534
C 1.710 1.975 4.578
C 0.439 2.446 4.484
C -0.376 2.158 3.357
C -1.685 2.605 3.230
C -2.477 2.195 2.149
C -1.893 1.308 1.242
N -0.619 0.934 1.274
C 0.174 1.349 2.317
C -3.826 2.656 1.962
C -4.450 3.682 2.634
C -5.762 3.912 2.195
C -6.135 3.068 1.197
S -4.894 1.966 0.770
C 3.559 0.647 3.613
H 8.489 -1.753 3.890
H 7.662 -3.031 1.750
H 5.342 -2.216 0.982
H 3.644 -0.775 0.544
H 2.311 2.169 5.459
H 0.005 3.031 5.283
H -2.103 3.242 3.993
H -2.509 0.883 0.450
H -3.978 4.270 3.402
H -6.396 4.680 2.607
H -7.076 3.019 0.687
H 4.154 0.784 4.503
C -2.487 3.029 -1.845
C -1.079 3.014 -2.447
C -0.111 2.401 -1.607
N 0.671 1.854 -0.952
H -3.172 3.410 -2.600
H -2.545 3.630 -0.937
H -2.793 2.010 -1.611
H -0.751 4.026 -2.698
H -1.137 2.422 -3.383
N 0.097 -1.962 0.798
C -0.681 -1.808 1.675
N -1.588 -1.758 2.520
C -1.672 -1.320 3.726
N -1.818 -0.950 4.809
Br 4.438 0.932 -3.936
C 2.998 -0.151 -3.307
C 2.316 -0.990 -4.182
C 1.379 -1.852 -3.616
C 1.173 -1.817 -2.254
N 1.743 -0.899 -1.424
C 2.676 -0.094 -1.973
H 2.512 -0.981 -5.240
H 0.795 -2.523 -4.232
H 0.523 -2.555 -1.777
H 3.165 0.625 -1.318
Se -2.582 0.975 -4.953
Sb -2.794 -0.810 -3.283
Se -1.175 -0.432 -1.372
Se -5.110 -0.751 -2.534
Se -2.261 -2.884 -4.450
```

Summary:
Energy relative to the best compared isomer or geometry (same formula, charge and spin) in kcal per mole: 71.5
Orbital gap (alpha / beta) in eV: 4.60 / 4.67
2S+1: 3
Net charge: -2

***

Entry 3:
The molecule C5H5ClFN in a non-equilibrium geometry. Source: the OMol25 dataset; level of theory: ωB97M-V/def2-TZVPD.

Geometry as XYZ:
```
13
C5H5ClFN ωB97M-V/def2-TZVPD
N 0.422 2.472 -0.356
C 0.417 1.446 0.129
C 0.437 0.222 0.897
C 1.402 -0.789 0.305
F 2.485 -0.329 -0.376
C 0.311 -1.300 -0.601
C -0.690 -0.699 0.380
Cl -2.265 -0.104 -0.152
H 0.533 0.412 1.976
H 1.713 -1.540 1.044
H 0.324 -0.879 -1.582
H 0.244 -2.374 -0.822
H -0.892 -1.470 1.177
```

Summary:
Energy relative to the best compared isomer or geometry (same formula, charge and spin) in kcal per mole: 7.7
Orbital gap in eV: 11.67
SMILES string: N#C[C@@H]1[C@H](F)C[C@@H]1Cl

***

Entry 4:
A cluster of 2 separate species, C14H20BF7O5S in total in a non-equilibrium geometry. Source: the OMol25 dataset; level of theory: ωB97M-V/def2-TZVPD.

Geometry as XYZ:
```
48
C14H20BF7O5S ωB97M-V/def2-TZVPD
C -2.190 0.771 2.742
C -3.668 1.272 2.169
C -5.005 0.681 2.978
C -3.774 2.197 0.995
C -3.354 1.733 -0.527
C -2.143 2.645 -1.154
C -0.700 2.488 -0.323
C 0.195 3.806 -0.730
C -0.054 1.050 -0.785
C 1.577 0.945 -0.626
B 2.072 -0.420 -1.464
S 2.138 -2.147 -0.730
O 0.970 -2.967 -1.327
O 1.885 -2.071 0.826
C 3.767 -3.045 -0.949
F 4.621 -2.656 0.232
F 3.442 -4.518 -0.905
C 4.585 -2.682 -2.323
F 3.648 -2.855 -3.461
F 5.234 -1.319 -2.288
C 5.852 -3.734 -2.619
F 7.009 -2.903 -3.124
F 5.542 -4.679 -3.753
F 6.339 -4.418 -1.398
H -1.466 1.698 2.862
H -1.699 -0.073 2.096
H -2.397 0.391 3.855
H -5.973 1.271 2.678
H -4.763 0.876 4.129
H -5.033 -0.465 2.738
H -4.208 3.299 1.126
H -4.316 1.936 -1.204
H -3.128 0.583 -0.640
H -2.434 3.787 -1.320
H -1.908 2.202 -2.235
H -0.919 2.548 0.847
H 0.013 4.086 -1.874
H 1.328 3.738 -0.446
H -0.252 4.721 -0.109
H -0.357 0.705 -1.871
H -0.513 0.227 -0.053
H 2.178 1.837 -1.092
H 1.917 0.884 0.514
H 2.356 -0.219 -2.611
C -1.585 -2.791 2.834
O -1.117 -2.541 3.934
O -1.457 -3.864 2.233
O -2.258 -2.011 2.151
```

Summary:
Orbital gap in eV: 2.37
Net charge: -2

***

Entry 5:
A cluster of 2 separate species, C4H6O2 in total in a non-equilibrium geometry. Source: the OMol25 dataset; level of theory: ωB97M-V/def2-TZVPD.

Geometry as XYZ:
```
12
C4H6O2 ωB97M-V/def2-TZVPD
C 0.936 0.338 0.876
C 0.114 -0.728 0.117
C 0.230 -0.575 -1.343
C 0.376 -0.053 -2.422
H -0.745 1.873 0.652
H 1.394 -0.066 1.895
H 1.821 1.002 0.471
H 0.266 -1.805 0.447
H -1.366 0.172 1.588
H 0.969 0.522 -3.379
O -0.270 1.261 1.424
O -1.265 -0.710 0.445
```

Summary:
Energy relative to the best compared isomer or geometry (same formula, charge and spin) in kcal per mole: 168.2
Orbital gap in eV: 9.56

***

Entry 6:
A cluster of 2 separate species, CH5INP in total in a non-equilibrium geometry. Source: the OMol25 dataset; level of theory: ωB97M-V/def2-TZVPD.

Geometry as XYZ:
```
9
CH5INP ωB97M-V/def2-TZVPD
C -0.308 0.897 -0.333
N 0.820 -1.381 -0.249
P -0.440 -0.727 -1.133
I -3.523 -1.503 -0.054
H 0.857 1.081 -0.178
H -0.829 0.688 0.614
H -0.811 1.723 -0.906
H 0.946 -2.318 -0.598
H 1.570 -0.679 -0.278
```

Summary:
Energy relative to the best compared isomer or geometry (same formula, charge and spin) in kcal per mole: 41.8
Orbital gap (alpha / beta) in eV: 6.18 / 6.70

***

Entry 7:
A cluster of 7 separate species, C18H42N6O9 in total in a non-equilibrium geometry. Source: the OMol25 dataset; level of theory: ωB97M-V/def2-TZVPD.

Geometry as XYZ:
```
75
C18H42N6O9 ωB97M-V/def2-TZVPD
C -5.558 1.720 -0.704
O -4.246 1.780 -1.267
C -3.811 2.975 -1.644
O -4.475 3.975 -1.714
O -2.522 2.885 -1.922
C -1.840 4.062 -2.290
H -6.299 1.614 -1.495
H -5.845 2.585 -0.111
H -5.525 0.819 -0.101
H -2.315 4.942 -1.863
H -1.737 4.212 -3.368
H -0.815 3.952 -1.937
C -1.500 -0.267 -1.560
N -1.805 0.172 -0.199
C -0.951 0.304 0.824
C 0.483 -0.134 0.652
O -1.261 0.877 1.870
H -2.425 -0.493 -2.088
H -0.945 -1.200 -1.508
H -0.976 0.519 -2.100
H -2.699 0.605 -0.017
H 0.828 -0.416 -0.343
H 0.601 -1.026 1.280
H 1.219 0.564 1.035
C 1.802 3.556 -3.381
N 1.931 3.646 -1.938
C 2.400 2.674 -1.126
C 2.406 2.960 0.360
O 2.781 1.593 -1.555
H 1.609 4.532 -3.813
H 0.988 2.860 -3.596
H 2.701 3.125 -3.820
H 1.751 4.532 -1.495
H 3.026 3.843 0.533
H 2.727 2.119 0.963
H 1.425 3.184 0.794
C 6.499 -1.813 3.935
N 5.557 -1.924 2.831
C 5.046 -0.827 2.235
C 4.055 -1.088 1.107
O 5.330 0.306 2.557
H 6.821 -2.777 4.324
H 5.954 -1.430 4.810
H 7.310 -1.133 3.703
H 5.214 -2.847 2.649
H 3.247 -1.775 1.365
H 4.581 -1.536 0.262
H 3.645 -0.120 0.835
C -5.520 -2.101 -0.645
C -4.612 -3.049 -1.361
N -4.066 -4.097 -0.677
O -4.394 -2.927 -2.565
H -4.997 -1.145 -0.667
H -5.696 -2.395 0.392
H -6.504 -2.053 -1.103
H -3.777 -4.864 -1.252
H -4.018 -4.035 0.323
C -1.078 -4.450 -2.527
C 0.259 -3.808 -2.844
N 1.343 -4.599 -2.855
O 0.324 -2.620 -3.140
H -0.964 -4.971 -1.570
H -1.329 -5.187 -3.294
H -1.911 -3.762 -2.433
H 1.268 -5.599 -2.779
H 2.271 -4.240 -2.982
C 1.728 1.806 4.177
C 1.030 0.715 4.959
N -0.100 0.189 4.436
O 1.508 0.313 6.015
H 2.231 2.443 4.902
H 1.094 2.462 3.575
H 2.437 1.356 3.482
H -0.374 -0.683 4.850
H -0.540 0.614 3.619
```

Summary:
Energy relative to the best compared isomer or geometry (same formula, charge and spin) in kcal per mole: 0.0
Orbital gap in eV: 9.32
SMILES string: COC(=O)OC.CNC(C)=O.CNC(C)=O.CNC(C)=O.CC(N)=O.CC(N)=O.CC(N)=O

***

Entry 8:
A structure of composition C37H56BBrClF4GdN3O8Si in a non-equilibrium geometry. Source: the OMol25 dataset; level of theory: ωB97M-V/def2-TZVPD.

Geometry as XYZ:
```
113
C37H56BBrClF4GdN3O8Si ωB97M-V/def2-TZVPD
Gd -1.628 0.149 0.835
O -3.943 -1.502 -3.362
C -4.092 -0.893 -2.157
O -4.314 0.303 -2.041
C -3.826 -1.819 -1.037
C -4.037 -3.146 -1.308
C -4.310 -3.984 -0.208
C -4.269 -3.450 1.125
C -3.906 -2.126 1.314
N -3.532 -1.401 0.232
C -3.686 -1.421 2.646
O -4.492 -1.700 3.705
O -2.855 -0.488 2.778
H -4.310 -0.993 -4.078
H -4.128 -3.413 -2.386
H -4.693 -4.980 -0.237
H -4.356 -4.143 1.956
H -5.117 -2.439 3.542
C -5.008 7.176 -0.189
C -4.006 6.805 0.968
C -4.688 6.919 2.356
C -2.791 7.854 0.931
C -3.439 5.361 0.886
C -3.717 4.535 -0.216
C -3.197 3.257 -0.304
N -2.434 2.686 0.655
C -2.220 3.436 1.802
C -2.579 4.799 1.834
C -1.407 2.842 2.838
C -1.238 3.458 4.066
C -0.670 2.781 5.164
C -0.042 1.558 4.837
C -0.209 0.983 3.582
N -0.901 1.616 2.632
C -0.531 3.351 6.560
C -1.648 4.327 6.834
C -0.531 2.201 7.524
C 0.790 4.140 6.620
H -5.364 8.214 -0.038
H -5.944 6.579 -0.188
H -4.478 7.152 -1.152
H -4.982 7.949 2.518
H -4.033 6.700 3.176
H -5.581 6.274 2.535
H -3.318 8.748 1.246
H -2.419 7.888 -0.122
H -2.049 7.695 1.718
H -4.342 4.854 -1.011
H -3.456 2.647 -1.142
H -2.198 5.385 2.607
H -1.419 4.568 4.075
H 0.554 1.134 5.651
H 0.263 0.033 3.326
H -2.619 3.852 6.823
H -1.632 5.162 6.110
H -1.520 4.772 7.823
H -1.264 1.406 7.321
H -0.843 2.470 8.535
H 0.423 1.767 7.665
H 0.684 4.913 5.831
H 1.578 3.436 6.515
H 0.868 4.633 7.630
O -0.596 -3.685 1.252
Cl 0.247 -2.731 2.027
O 1.673 -2.911 1.754
O -0.036 -2.705 3.473
O -0.117 -1.259 1.525
C 3.014 -6.553 -2.589
C 3.466 -5.643 -3.730
C 4.952 -5.878 -4.151
C 2.637 -5.971 -5.023
Si 3.370 -3.699 -3.418
Br 1.242 -3.506 -2.691
C 3.554 -2.549 -4.974
C 3.584 -1.057 -4.518
C 4.733 -2.849 -5.956
C 2.316 -2.674 -5.899
C 4.742 -3.070 -2.121
C 4.088 -1.892 -1.373
C 5.993 -2.725 -2.835
C 5.041 -3.983 -1.006
H 2.949 -7.516 -3.042
H 1.975 -6.294 -2.227
H 3.735 -6.566 -1.784
H 4.961 -6.769 -4.737
H 5.635 -5.923 -3.252
H 5.382 -5.093 -4.818
H 2.868 -6.997 -5.370
H 2.785 -5.257 -5.830
H 1.551 -5.926 -4.915
H 4.622 -0.657 -4.360
H 2.908 -0.732 -3.733
H 3.167 -0.460 -5.408
H 5.756 -2.745 -5.541
H 4.615 -2.198 -6.890
H 4.593 -3.840 -6.429
H 1.480 -2.069 -5.541
H 1.975 -3.684 -6.161
H 2.682 -2.201 -6.831
H 3.561 -1.121 -1.967
H 4.872 -1.431 -0.724
H 3.410 -2.258 -0.646
H 5.889 -1.940 -3.566
H 6.487 -3.671 -3.245
H 6.714 -2.406 -2.071
H 4.136 -4.493 -0.594
H 5.398 -3.361 -0.132
H 5.819 -4.677 -1.194
F -1.129 0.459 -1.374
B 0.299 0.999 -1.405
F 0.576 1.051 0.003
F 1.113 0.027 -2.034
F 0.368 2.217 -2.075
```

Summary:
Energy relative to the best compared isomer or geometry (same formula, charge and spin) in kcal per mole: 40.4
Orbital gap (alpha / beta) in eV: 5.35 / 2.68
2S+1: 8
Net charge: +1

***

Entry 9:
A cluster of 2 separate species, C5H11NO in total in a non-equilibrium geometry. Source: the OMol25 dataset; level of theory: ωB97M-V/def2-TZVPD.

Geometry as XYZ:
```
18
C5H11NO ωB97M-V/def2-TZVPD
C -0.983 -2.478 0.567
C -0.102 -1.705 -0.050
C -0.098 -0.216 0.154
C -1.301 0.491 -0.396
C 0.825 0.322 0.945
N 0.984 1.709 1.183
H -1.711 -2.072 1.259
H -0.965 -3.556 0.512
H 0.590 -2.155 -0.757
H -1.849 -0.087 -1.136
H -1.075 1.499 -0.767
H -2.040 0.715 0.387
H 1.704 -0.228 1.247
H 0.108 2.186 1.348
H 1.583 1.885 1.977
O 1.499 1.615 -2.150
H 1.699 0.982 -1.451
H 1.132 1.093 -2.871
```

Summary:
Energy relative to the best compared isomer or geometry (same formula, charge and spin) in kcal per mole: 46.8
Orbital gap in eV: 9.07
SMILES string: C=C/C(C)=C/N.O

***

| no. | electronic energy (Ha) |
| --- | --- |
| 1 | -2471.67097 |
| 2 | -15605.09660 |
| 3 | -808.29610 |
| 4 | -2043.18919 |
| 5 | -306.23819 |
| 6 | -734.86198 |
| 7 | -1716.85648 |
| 8 | -6723.21333 |
| 9 | -327.05682 |